No. 1
60
Properties=species:S:1:pos:R:3:forces:R:3:nbo_charge:R:1 method="wB97M-V/def2-TZVPD" gap_ev=5.2 homo_energy_ev=-1.39 charge=-2 multiplicity=1
Na 0.65641 0.30924 0.91056 0.2 0.6 -0.1 0.85
C 0.54682 -1.70172 6.96917 0.2 1.9 0.3 -0.26
O 1.11132 -1.73011 5.66430 0.2 -1.1 -0.3 -0.55
C 0.79091 -0.78567 4.73127 -0.1 -0.4 -0.3 0.03
S 0.18492 0.63121 5.30392 -0.4 1.0 -0.1 -0.29
S 1.03965 -1.24331 3.07935 0.1 -0.2 1.4 -0.42
H 0.89333 -2.55630 7.50808 0.4 -0.9 0.0 0.17
H -0.55516 -1.72449 6.92583 0.4 0.3 0.0 0.19
H 0.91468 -0.79965 7.56120 -0.7 -0.9 -0.9 0.19
O -4.34251 -3.43406 -0.88227 -0.2 0.0 0.3 -0.97
S -3.41406 -2.70138 -1.70454 0.6 -0.8 -0.7 2.31
O -3.41037 -3.05606 -3.10265 -0.1 -0.2 -0.5 -0.99
N -1.90217 -2.76582 -1.12728 0.4 1.2 0.8 -0.91
C -1.49888 -1.54158 -0.68055 -1.2 -0.7 -0.9 0.65
O -0.41958 -1.25316 -0.15232 -0.2 -0.3 -0.1 -0.74
C -2.56349 -0.48432 -0.95043 0.1 0.8 0.2 -0.07
C -2.54934 0.86728 -0.67359 -0.7 0.2 0.1 -0.19
C -3.74486 1.58643 -0.93186 1.8 0.8 0.8 -0.21
C -4.83303 1.07690 -1.57809 0.1 -1.5 -0.4 -0.21
C -4.80624 -0.26435 -1.95983 0.2 -0.2 -0.1 -0.20
C -3.68394 -0.98325 -1.57084 -0.6 -0.6 -0.1 -0.34
H -1.64685 1.35460 -0.29816 -0.4 0.0 0.0 0.25
H -3.73985 2.61548 -0.62250 -0.1 0.4 0.0 0.22
H -5.68807 1.65242 -1.83804 -0.5 0.7 0.0 0.20
H -5.60884 -0.69472 -2.57529 0.4 0.0 0.5 0.22
C 3.12433 -3.10886 0.75201 -0.6 -1.0 0.8 -0.43
N 2.02005 -2.74061 -0.16289 0.3 0.6 -0.3 -0.47
C 0.96280 -3.75645 -0.25315 -0.2 0.0 -0.6 -0.42
C 2.54122 -2.21737 -1.49403 0.1 -0.3 0.8 -0.22
C 3.49593 -1.08662 -1.10651 -0.2 -0.1 -0.4 -0.14
C 4.82782 -1.14477 -1.52689 -0.2 0.5 0.4 -0.25
C 5.66593 -0.09510 -1.13791 -0.1 -0.6 0.4 -0.26
C 5.16213 0.91862 -0.32572 1.1 -0.2 -1.5 -0.26
C 3.83658 0.92703 0.03062 -0.2 0.8 1.0 -0.18
C 2.94901 -0.09494 -0.25458 -0.5 -0.9 -0.8 -0.44
H 2.66932 -3.37187 1.74695 0.5 0.1 -1.0 0.25
H 3.77566 -2.26178 0.89843 0.1 0.1 0.0 0.26
H 3.66766 -3.95024 0.28467 -0.2 0.3 0.4 0.19
H 1.61506 -1.86757 0.19414 -0.2 0.3 0.3 0.53
H 1.43124 -4.72748 -0.33121 0.2 -0.3 -0.4 0.18
H 0.28715 -3.52240 -1.10527 0.5 -0.3 0.8 0.27
H 0.42552 -3.76880 0.68025 -0.4 0.3 0.2 0.24
H 1.64689 -1.85986 -2.03500 0.5 -0.2 0.2 0.24
H 2.99908 -3.09422 -1.98098 0.0 0.4 -0.1 0.18
H 5.20747 -2.01112 -2.06207 0.0 0.1 -0.2 0.18
H 6.72493 -0.08966 -1.36318 0.0 -0.1 -0.2 0.18
H 5.87872 1.71520 -0.15537 -0.3 0.3 0.5 0.19
H 3.49010 1.77953 0.61434 0.0 0.0 0.1 0.18
Te 0.66847 2.83287 -1.11881 0.1 0.1 0.1 -0.46
C -1.08368 4.01044 -1.31634 0.4 0.2 0.2 -0.23
C -1.53176 4.90809 -0.34061 -0.8 0.1 -0.1 -0.26
C -2.67766 5.69614 -0.50174 0.8 -0.3 -0.2 -0.23
C -3.33252 5.66209 -1.72232 -1.0 -0.5 0.2 -0.27
C -2.96115 4.71803 -2.68320 0.4 0.3 0.2 -0.23
C -1.82880 3.92795 -2.48352 -0.3 -0.6 -1.2 -0.25
H -1.02900 4.96661 0.59503 0.5 -0.1 0.6 0.21
H -3.03126 6.30913 0.32826 0.1 0.0 -0.3 0.19
H -4.25361 6.23282 -1.83015 0.2 0.0 -0.2 0.19
H -3.56244 4.60323 -3.57832 0.1 0.0 -0.1 0.19
H -1.51198 3.18834 -3.26036 -0.4 0.7 0.7 0.22



No. 2
64
Properties=species:S:1:pos:R:3:forces:R:3:nbo_charge:R:1 method="wB97M-V/def2-TZVPD" gap_ev="4.3 / 4.3" homo_energy_ev="-7.11 / -7.11" e_above_lowest_ev=0.867 charge=0 multiplicity=1
Pd 0.63019 1.19348 -0.37461 1.2 -0.2 0.4 1.00
O 2.71253 1.18230 0.19025 -1.9 -0.9 -0.5 -0.72
C 3.65481 2.05665 0.08092 0.6 0.9 -0.2 0.39
C 5.00220 1.61085 0.12944 -0.3 -0.1 0.0 -0.28
C 6.05145 2.49036 0.14112 0.0 0.1 0.0 -0.15
C 5.81949 3.86973 0.09656 0.0 0.1 0.0 -0.26
C 4.52885 4.33135 -0.00198 0.2 0.0 0.0 -0.17
C 3.43438 3.45597 -0.03505 0.1 -0.6 0.2 -0.17
C 2.10571 3.96496 -0.27914 0.1 0.2 0.0 0.40
N 1.05150 3.31342 -0.77555 -0.6 -1.1 0.6 -0.53
C 0.08121 4.25751 -1.03303 -0.1 0.4 -0.1 -0.11
C 0.53162 5.48458 -0.67615 -0.2 -0.1 -0.1 -0.06
N 1.80019 5.28484 -0.19643 0.0 -0.2 -0.1 -0.50
H 5.17073 0.54291 0.17579 0.0 0.0 0.0 0.22
H 7.06723 2.11842 0.17143 0.0 0.0 0.1 0.22
H 6.64639 4.56567 0.11420 0.0 0.0 0.0 0.22
H 4.37504 5.39998 -0.08876 0.0 0.0 0.0 0.19
H -0.84625 4.01434 -1.51806 0.0 0.0 0.1 0.22
H 0.07251 6.45591 -0.72032 0.0 0.0 0.0 0.24
H 2.40427 5.99877 0.16932 0.1 0.0 0.0 0.43
C -2.25553 1.48603 -1.07165 -0.5 0.1 -0.1 -0.08
N -3.64335 1.89947 -0.97447 0.0 0.0 0.0 -0.46
C -3.72236 3.09998 -0.13876 0.0 0.0 0.0 -0.08
N -3.19283 2.86444 1.20675 0.0 -0.1 0.0 -0.46
C -1.80296 2.45225 1.10107 -0.2 0.2 0.2 -0.09
N -1.64930 1.23011 0.26586 1.0 0.4 -1.1 -0.49
C -2.45817 0.16088 0.91255 -0.1 -0.4 0.1 -0.08
N -3.85635 0.54486 1.02041 0.1 0.1 0.0 -0.44
C -4.39034 0.82226 -0.31463 0.0 0.0 0.0 -0.08
C -3.95425 1.76907 1.81628 0.0 0.0 0.0 -0.08
H -1.68223 2.25208 -1.59334 0.0 -0.1 0.1 0.20
H -2.21424 0.56557 -1.65621 0.1 0.0 0.0 0.21
H -4.76550 3.40840 -0.06106 0.0 0.0 0.0 0.21
H -3.15827 3.90617 -0.61308 0.0 0.0 0.0 0.19
H -1.42481 2.22915 2.09997 0.1 0.0 0.0 0.21
H -1.22156 3.26342 0.67231 0.0 0.0 0.0 0.21
H -2.06398 -0.02279 1.91261 0.1 0.0 0.0 0.21
H -2.38037 -0.75410 0.32451 0.0 0.1 0.1 0.22
H -5.43525 1.12018 -0.22311 0.0 0.0 0.0 0.21
H -4.33230 -0.08169 -0.92357 0.0 0.0 0.0 0.21
H -3.56763 1.57835 2.81903 0.0 0.0 0.0 0.21
H -5.00132 2.06461 1.89071 0.0 0.0 0.0 0.21
O -2.48733 -8.88421 0.36663 0.2 0.0 0.1 -0.99
S -2.25618 -7.72631 -0.46091 0.4 -0.1 -0.2 2.40
O -3.16863 -6.62465 -0.24586 0.0 0.2 0.1 -1.01
O -1.95596 -8.00052 -1.85906 -0.1 0.0 0.1 -1.00
C -0.59322 -7.05797 0.00849 -0.8 -0.2 -0.2 0.16
N 0.40233 -7.89471 0.29160 0.3 0.0 0.1 -0.40
C 1.60740 -7.35323 0.41795 -0.3 -0.1 0.0 0.08
C 1.83794 -5.99150 0.26952 0.2 0.3 0.0 -0.29
C 0.72790 -5.20263 0.00217 -0.1 -0.7 0.1 0.15
N -0.48010 -5.74663 -0.12678 0.3 0.4 0.0 -0.44
C 0.75217 -3.73850 -0.18004 0.1 0.3 0.0 0.05
C 1.81593 -2.92112 0.19187 -0.2 -0.1 -0.2 -0.23
C 1.72046 -1.55614 0.00301 0.1 -0.1 0.0 0.04
N 0.64217 -0.98086 -0.54521 0.3 1.2 0.9 -0.48
C -0.37524 -1.76622 -0.91842 -0.2 0.1 -0.2 0.04
C -0.36827 -3.12932 -0.74874 0.1 0.0 -0.1 -0.21
H 2.41647 -8.04037 0.64176 0.1 0.1 0.0 0.20
H 2.83810 -5.58543 0.34953 0.0 0.0 0.0 0.21
H 2.70831 -3.33317 0.64118 0.0 0.0 0.0 0.23
H 2.52219 -0.88995 0.28965 0.0 0.0 0.0 0.25
H -1.21813 -1.28028 -1.39391 0.1 0.0 0.0 0.19
H -1.20946 -3.74698 -1.03654 0.0 0.0 0.0 0.29



No. 3
53
Properties=species:S:1:pos:R:3:forces:R:3:nbo_charge:R:1 method="wB97M-V/def2-TZVPD" gap_ev=9.0 homo_energy_ev=-8.33 smiles="COc1cc(OC)cc(C(=O)NCCC(c2ccccc2)c2ccccc2)c1" e_above_lowest_ev=0.239 charge=0 multiplicity=1
C -6.57880 -0.93496 -1.58630 -0.2 0.1 0.0 -0.25
O -5.38660 -1.60680 -1.25791 0.3 -0.1 0.1 -0.49
C -4.41451 -0.92209 -0.60283 0.2 0.2 0.2 0.33
C -4.50766 0.40529 -0.21783 -0.1 0.0 -0.1 -0.38
C -3.44550 1.02063 0.44844 0.0 -0.2 0.1 0.41
O -3.65237 2.32995 0.76479 -0.2 -0.2 -0.2 -0.51
C -2.65459 3.01739 1.48027 0.2 0.1 0.1 -0.26
C -2.29475 0.30706 0.74390 0.0 0.2 0.2 -0.38
C -2.20584 -1.03188 0.36114 -0.6 0.0 -0.3 -0.03
C -0.99102 -1.86387 0.61174 0.0 0.0 0.3 0.66
O -0.71857 -2.83437 -0.06960 0.0 -0.2 -0.3 -0.64
N -0.23094 -1.48683 1.66668 0.0 0.1 0.2 -0.62
C 1.01074 -2.14088 1.99838 0.3 0.0 0.1 -0.22
C 2.23557 -1.27069 1.70549 -0.2 -0.3 -0.2 -0.40
C 2.38705 -0.96905 0.20759 0.1 0.1 0.2 -0.30
C 3.79203 -0.56445 -0.18397 0.1 -0.2 0.0 -0.01
C 4.21636 -0.80835 -1.48564 0.0 0.0 0.0 -0.22
C 5.47432 -0.42166 -1.90779 0.0 0.0 -0.1 -0.19
C 6.33278 0.22095 -1.03183 0.1 0.1 0.0 -0.23
C 5.91997 0.47264 0.26393 0.1 0.1 0.0 -0.22
C 4.65862 0.08583 0.68429 -0.1 -0.1 0.0 -0.18
C 1.46152 0.12754 -0.27496 -0.2 -0.1 -0.1 0.10
C 1.53008 1.40642 0.26493 0.0 0.0 0.1 -0.26
C 0.72126 2.42048 -0.21584 0.0 0.1 0.0 -0.22
C -0.17230 2.17029 -1.24439 0.0 0.1 -0.1 -0.24
C -0.24643 0.90063 -1.78947 0.0 0.1 -0.1 -0.19
C 0.57115 -0.10954 -1.31446 0.1 0.0 0.0 -0.26
C -3.25129 -1.63691 -0.31153 0.1 -0.1 0.0 -0.26
H -6.39151 -0.08652 -2.25201 0.0 0.0 0.0 0.18
H -7.19729 -1.66788 -2.10189 0.0 0.1 0.0 0.20
H -7.10229 -0.58509 -0.69080 0.0 0.0 0.0 0.18
H -5.37790 1.00767 -0.41891 -0.1 0.0 0.0 0.23
H -1.71368 3.05566 0.92357 -0.1 0.0 0.1 0.18
H -3.03617 4.02800 1.61782 0.1 -0.1 0.0 0.20
H -2.47986 2.56173 2.46086 0.0 0.0 0.0 0.17
H -1.45949 0.79631 1.21763 0.1 0.1 0.0 0.22
H -0.48646 -0.67385 2.20100 -0.1 -0.1 -0.1 0.40
H 1.04551 -3.05480 1.40041 0.0 0.1 0.2 0.23
H 1.00106 -2.41232 3.06012 0.0 0.0 -0.1 0.20
H 2.15853 -0.34444 2.27858 0.1 0.0 0.1 0.20
H 3.11957 -1.81235 2.04844 0.0 0.1 0.1 0.22
H 2.13535 -1.88307 -0.34034 0.0 0.1 0.0 0.23
H 3.54920 -1.30742 -2.17387 -0.1 -0.1 -0.1 0.21
H 5.78654 -0.62261 -2.92222 0.0 0.0 -0.1 0.21
H 7.31709 0.52334 -1.35752 0.1 0.0 0.0 0.21
H 6.58284 0.97402 0.95459 0.0 0.0 0.0 0.21
H 4.36168 0.29202 1.70153 -0.1 0.0 0.1 0.20
H 2.23504 1.62175 1.05522 0.1 0.0 0.1 0.21
H 0.79742 3.41242 0.20894 0.0 0.1 0.0 0.21
H -0.80317 2.96178 -1.62266 -0.1 0.1 0.0 0.21
H -0.94164 0.69535 -2.58967 -0.1 0.0 -0.1 0.22
H 0.50632 -1.09553 -1.74944 0.0 -0.1 0.0 0.23
H -3.16697 -2.66695 -0.61664 0.0 -0.1 0.0 0.24



No. 4
51
Properties=species:S:1:pos:R:3:forces:R:3:nbo_charge:R:1 method="wB97M-V/def2-TZVPD" gap_ev=6.4 homo_energy_ev=-11.30 e_above_lowest_ev=1.181 charge=+1 multiplicity=1
C 2.04248 -3.03736 4.27022 -0.2 -0.5 -0.2 -0.41
C 2.54714 -2.57891 2.91333 0.4 0.3 -1.0 -0.41
C 1.54673 -2.73169 1.71823 1.1 0.6 0.1 -0.51
S 0.07493 -1.77089 2.07539 1.2 -0.7 1.6 0.31
C -0.42278 -2.79486 3.45991 -0.1 0.5 1.1 -0.51
C 0.62217 -2.62462 4.61288 -1.1 0.1 0.3 -0.41
H 2.10033 -4.11991 4.30298 0.0 -0.3 0.1 0.21
H 2.71418 -2.66223 5.04432 0.0 -0.1 0.0 0.23
H 2.88897 -1.54358 2.98514 -0.4 0.2 -0.2 0.22
H 3.47758 -3.09623 2.64466 -0.3 -0.3 0.1 0.23
H 1.93638 -2.31987 0.77167 0.3 -0.3 0.6 0.23
H 1.22325 -3.75687 1.52076 0.1 0.0 0.2 0.23
H -1.43120 -2.44153 3.73955 0.6 -0.3 0.3 0.23
H -0.51849 -3.81366 3.07707 0.1 0.0 0.2 0.23
H 0.25636 -3.17242 5.49240 0.2 -0.3 -0.3 0.23
H 0.61117 -1.59511 4.98308 -0.1 0.2 -0.5 0.22
C 0.46281 2.44630 -7.00990 0.0 0.0 -0.1 -0.21
C 0.24395 3.35783 -5.96259 0.4 -0.3 0.0 -0.19
C 0.90169 3.19960 -4.72712 0.1 -0.8 -0.2 -0.27
C 1.70262 2.05542 -4.55970 -0.2 -0.1 -0.4 0.28
O 2.25568 1.63006 -3.33396 -0.4 -0.1 0.8 -0.50
C 1.45218 1.19643 -2.28889 1.1 0.1 -0.9 0.37
C 1.58699 -0.13541 -1.85338 -0.5 0.1 -0.1 -0.25
C 0.74546 -0.57108 -0.83700 0.3 -0.7 0.0 -0.12
C -0.11247 0.29295 -0.11835 0.3 0.6 -0.4 -0.20
C -1.09274 -0.27850 0.79677 -1.4 -0.9 -2.5 0.08
C -2.15098 0.41602 1.52254 -0.9 0.7 0.3 -0.20
C -2.85937 -0.38394 2.43671 -0.5 -0.5 0.7 -0.08
C -3.95877 0.07688 3.17059 -0.1 0.3 -0.2 -0.23
C -4.38124 1.41591 3.01355 0.5 -0.5 -0.2 -0.14
C -3.71879 2.24938 2.09529 0.3 -0.9 -0.4 -0.21
C -2.68028 1.73564 1.28794 0.3 -0.3 0.9 -0.13
C -0.01483 1.68787 -0.46188 -0.3 -0.6 0.8 -0.11
C 0.68018 2.11035 -1.58391 -0.6 -0.3 0.5 -0.22
C 2.04448 1.22968 -5.63458 -0.8 0.2 0.0 -0.25
C 1.40136 1.40759 -6.86188 0.0 0.5 0.2 -0.19
H -0.10671 2.54465 -7.95464 0.5 0.0 0.7 0.23
H -0.42901 4.20641 -6.11170 0.3 -0.3 0.1 0.23
H 0.77783 3.92046 -3.92028 -0.1 -0.2 -0.2 0.22
H 2.27338 -0.82068 -2.36390 -0.3 0.4 0.2 0.25
H 0.78991 -1.63761 -0.54313 -0.2 0.8 -0.5 0.22
H -1.37748 -1.37900 0.61421 0.1 2.6 -0.6 0.28
H -2.53371 -1.42882 2.59701 -0.3 0.8 -0.2 0.19
H -4.51712 -0.61083 3.84135 0.6 0.6 -0.5 0.24
H -5.24659 1.77998 3.57373 0.4 -0.1 -0.2 0.24
H -4.03377 3.28493 1.95772 0.0 -0.4 -0.1 0.24
H -2.30591 2.35329 0.47649 -0.1 -0.2 0.3 0.22
H -0.46923 2.42021 0.21062 0.1 -0.2 -0.6 0.23
H 0.61397 3.13261 -1.92776 0.2 0.0 0.3 0.24
H 2.73722 0.41042 -5.45678 -0.1 0.2 -0.1 0.23
H 1.65007 0.74474 -7.69479 -0.2 0.2 0.3 0.23